Entry 1:
DFT (ωB97M-V/def2-TZVPD) results for a 2-piece molecular cluster, C5H6Br2 overall in a non-equilibrium geometry.

```
13
Properties=species:S:1:pos:R:3:nbo_charge:R:1
C -0.32 -0.94 0.70 -0.156
C -1.13 -2.06 0.87 -0.303
C 0.70 -0.48 -0.46 -0.540
C 1.26 0.86 -0.65 0.018
C 1.71 1.95 -0.77 -0.238
Br -1.38 -3.24 -0.62 0.016
Br -1.97 2.30 0.00 -0.219
H -0.09 -0.50 1.71 0.215
H -1.26 -2.43 1.87 0.228
H 1.39 -1.33 -0.24 0.266
H 0.30 -0.77 -1.47 0.259
H -1.24 3.69 0.01 0.223
H 2.01 2.94 -0.96 0.232
```

Results
ΔE to the lowest compared entry with this formula, charge and spin	67.4	kcal per mole
energy	-145363.4107	eV
HOMO energy	-9.3	eV
LUMO	0.29	eV
SMILES	C#CC/C=C\Br.Br
frontier orbital gap	9.57	eV
F_max	4.67	eV/Å

=====

Entry 2:
DFT (ωB97M-V/def2-TZVPD) results for C5H13NO2 as an isolated structure in a non-equilibrium geometry.

```
21
Properties=species:S:1:pos:R:3:nbo_charge:R:1
C 1.10 -2.65 -1.42 -0.721
N -0.26 0.55 -2.25 -0.749
C -0.29 -0.60 -1.24 -0.270
C 0.81 -1.47 -0.53 0.536
C 0.23 -0.15 0.10 -0.195
C -0.63 -0.36 1.29 -0.646
H 0.17 -3.18 -1.75 0.292
H 1.69 -2.24 -2.28 0.297
H 1.79 -3.35 -0.95 0.236
H 0.70 0.04 -2.24 0.354
H -0.37 1.36 -1.64 0.421
H -1.30 -1.02 -1.16 0.237
H 0.75 0.80 0.28 0.376
H -1.06 -1.37 1.32 0.187
H 0.15 -0.24 2.08 0.261
H -1.46 0.25 1.68 0.325
H 0.12 2.83 3.38 0.436
O -0.36 2.18 2.85 -1.131
H -0.78 3.46 0.26 0.447
H -0.41 2.63 1.74 0.496
O -0.58 2.53 0.48 -1.189
```

Results
ΔE to the lowest compared entry with this formula, charge and spin	251.1	kcal per mole
energy	-10970.9919	eV
HOMO energy	-7.7	eV
LUMO	-3.57	eV
frontier orbital gap	4.13	eV
F_max	4.68	eV/Å

=====

Entry 3:
DFT (ωB97M-V/def2-TZVPD) results for one molecule with the formula CH5NSi2 in a non-equilibrium geometry.

```
9
Properties=species:S:1:pos:R:3:nbo_charge:R:1
C -1.97 0.04 -0.06 -0.162
N -3.25 -0.52 -0.17 -0.270
Si 1.29 -0.70 -0.10 0.380
Si -0.35 0.93 0.04 0.664
H 2.64 -0.73 -0.84 -0.096
H 1.77 -0.53 1.26 -0.133
H 0.67 -1.95 -0.43 -0.114
H -0.37 1.89 -0.95 -0.134
H -0.42 1.57 1.24 -0.134
```

Results
ΔE to the lowest compared entry with this formula, charge and spin	57.2	kcal per mole
energy	-18359.2254	eV
HOMO energy	-10.6	eV
LUMO	-0.13	eV
SMILES	N#C[SiH2][SiH3]
frontier orbital gap	10.45	eV
F_max	14.97	eV/Å

=====

Entry 4:
DFT (ωB97M-V/def2-TZVPD) results for C2H5IN3O2 as an isolated structure in a non-equilibrium geometry.

```
13
Properties=species:S:1:pos:R:3:nbo_charge:R:1
C -0.63 -0.60 0.12 0.387
C 0.41 -1.38 -0.36 -0.415
N -1.70 -0.68 -0.62 -0.712
N -0.58 0.24 1.15 -0.701
N 1.76 2.23 -0.17 0.551
O 0.68 2.07 0.32 -0.317
O 2.58 1.48 -0.56 -0.262
I 2.39 -1.17 0.09 0.479
H 0.11 -2.27 -0.92 0.247
H -1.39 -1.04 -1.51 0.423
H -2.55 -0.08 -0.50 0.438
H 0.30 0.28 1.71 0.444
H -1.38 0.92 1.25 0.436
```

Results
ΔE to the lowest compared entry with this formula, charge and spin	45.0	kcal per mole
total charge	+1
energy	-18809.0014	eV
HOMO energy (spin up / spin down)	-13.5 / -13.2	eV
LUMO (spin up / spin down)	-6.41 / -5.36	eV
frontier orbital gap (spin up / spin down)	7.08 / 7.88	eV
F_max	3.44	eV/Å

=====

Entry 5:
DFT (ωB97M-V/def2-TZVPD) results for one molecule with the formula C3H3N3O in a non-equilibrium geometry.

```
10
Properties=species:S:1:pos:R:3:nbo_charge:R:1
C -1.49 -0.48 -0.91 -0.084
C 0.13 0.39 -0.50 0.391
C -0.23 -0.85 -0.09 -0.139
H -2.52 -0.22 -0.37 0.247
H -1.37 -1.00 -1.92 0.239
H 0.33 -1.60 1.70 0.392
N 1.13 0.94 0.40 -0.271
N 1.25 0.16 1.40 0.026
N 0.44 -0.83 1.20 -0.316
O -0.84 0.82 -1.42 -0.485
```

Results
ΔE to the lowest compared entry with this formula, charge and spin	134.0	kcal per mole
energy	-9671.6426	eV
HOMO energy	-9.6	eV
LUMO	0.38	eV
frontier orbital gap	9.97	eV
F_max	5.17	eV/Å

=====

Entry 6:
DFT (ωB97M-V/def2-TZVPD) results for a 11-piece molecular cluster, C20H46BBr20FO3Si2 overall in a non-equilibrium geometry.

```
93
Properties=species:S:1:pos:R:3:mulliken_charge:R:1
O 1.95 5.73 3.89 -0.544
B 1.33 5.21 2.70 0.625
O 1.86 5.42 1.41 -0.496
Si -0.38 4.24 2.99 0.372
F -0.09 2.57 2.99 -0.328
O -1.52 4.65 1.74 -0.012
Si -2.43 5.99 2.35 0.541
H 1.30 6.35 4.25 0.290
H 2.05 4.56 0.99 0.227
H -0.90 4.68 4.31 -0.178
H -1.56 7.18 2.45 -0.168
H -2.88 5.62 3.70 -0.152
H -3.54 6.24 1.42 -0.121
Br 0.95 5.58 -1.65 -0.151
C 0.41 3.89 -2.45 -0.621
C 0.23 2.83 -1.40 -0.280
Br 1.95 2.14 -0.78 -0.113
H 1.17 3.64 -3.20 0.411
H -0.53 4.10 -2.95 0.342
H -0.28 1.96 -1.82 0.412
H -0.30 3.17 -0.52 0.011
Br -3.52 3.87 -1.44 -0.129
C -4.51 2.77 -0.18 -0.250
C -6.00 2.88 -0.39 -0.657
Br -6.69 4.56 0.33 -0.109
H -4.20 3.07 0.82 -0.078
H -4.18 1.75 -0.37 0.404
H -6.52 2.10 0.16 0.358
H -6.29 2.84 -1.44 0.455
Br -5.95 1.57 3.07 -0.129
C -4.30 1.46 4.10 -0.552
C -3.14 1.02 3.25 -0.222
Br -3.21 -0.90 2.90 -0.117
H -4.50 0.79 4.94 0.428
H -4.13 2.47 4.48 0.350
H -2.20 1.18 3.77 0.261
H -3.10 1.52 2.28 -0.013
Br 1.28 -2.26 -0.07 -0.164
C 2.89 -2.62 -1.10 -0.527
C 3.34 -1.41 -1.86 0.117
Br 2.23 -1.13 -3.44 -0.140
H 2.67 -3.47 -1.73 0.278
H 3.64 -2.91 -0.36 0.406
H 4.35 -1.55 -2.25 0.066
H 3.30 -0.49 -1.28 -0.114
Br 3.63 -6.09 -2.01 -0.111
C 5.10 -6.09 -3.29 -0.570
C 5.49 -4.69 -3.67 -0.453
Br 4.22 -3.91 -4.94 -0.131
H 4.78 -6.70 -4.13 0.413
H 5.92 -6.59 -2.77 0.316
H 6.45 -4.69 -4.20 0.397
H 5.55 -4.01 -2.83 0.167
Br -2.35 -5.25 0.97 -0.041
C -0.71 -5.37 2.02 -0.541
C 0.45 -5.82 1.18 -0.582
Br 0.37 -7.74 0.83 -0.168
H -0.92 -6.03 2.86 0.410
H -0.54 -4.36 2.40 0.326
H 1.39 -5.67 1.71 0.359
H 0.49 -5.33 0.21 0.263
Br 6.73 -0.37 -0.95 -0.089
C 6.68 0.71 0.67 -0.684
C 6.06 -0.04 1.82 -0.493
Br 4.12 -0.12 1.65 -0.125
H 6.16 1.63 0.42 0.452
H 7.73 0.94 0.89 0.355
H 6.24 0.48 2.76 0.359
H 6.41 -1.07 1.90 0.247
Br -4.86 -4.90 -1.14 -0.171
C -5.43 -6.59 -1.95 -0.559
C -5.61 -7.67 -0.91 -0.574
Br -3.90 -8.40 -0.32 -0.123
H -4.69 -6.84 -2.70 0.364
H -6.38 -6.36 -2.43 0.336
H -6.15 -8.52 -1.34 0.338
H -6.14 -7.33 -0.02 0.349
Br 9.34 -2.12 1.50 -0.117
C 10.31 -3.28 0.27 -0.588
C 9.53 -3.48 -1.01 -0.503
Br 8.06 -4.74 -0.76 -0.112
H 10.51 -4.21 0.79 0.362
H 11.25 -2.77 0.06 0.364
H 10.16 -3.93 -1.78 0.362
H 9.10 -2.56 -1.40 0.249
Br -9.01 5.26 -3.05 -0.118
C -9.45 6.43 -1.57 -0.328
C -9.46 7.88 -1.99 -0.607
Br -7.64 8.57 -2.17 -0.129
H -8.74 6.22 -0.77 0.083
H -10.45 6.12 -1.25 0.336
H -9.92 8.50 -1.23 0.341
H -9.95 8.04 -2.94 0.383
```

Results
energy	-1447633.9637	eV
HOMO energy	-9.4	eV
LUMO	0.08	eV
frontier orbital gap	9.45	eV
F_max	2.87	eV/Å

=====

Entry 7:
DFT (ωB97M-V/def2-TZVPD) results for C25H22BN6O8 as an isolated structure in a non-equilibrium geometry.

```
62
Properties=species:S:1:pos:R:3:nbo_charge:R:1
C -4.85 -3.07 4.27 -0.642
C -3.41 -2.95 4.32 0.273
C -2.50 -3.31 5.29 -0.316
C -1.22 -3.03 4.78 -0.316
C -1.40 -2.52 3.49 0.310
B -0.93 0.59 2.02 0.746
C -0.66 0.74 3.54 -0.024
C -1.06 1.83 4.24 -0.246
C -0.32 1.86 5.45 -0.337
C 0.44 0.71 5.48 0.306
C 1.43 0.25 6.45 -0.660
O 0.18 -0.04 4.35 -0.425
C -0.51 -2.42 2.44 0.168
C -0.71 -2.98 1.16 -0.207
C 0.40 -3.83 0.95 -0.332
C 1.32 -3.55 1.97 0.334
C 2.55 -4.16 2.39 -0.678
O 0.83 -2.57 2.77 -0.418
C -2.32 0.07 1.62 -0.074
C -3.03 -0.20 0.45 -0.234
C -4.41 -0.17 0.77 -0.336
C -4.50 0.02 2.13 0.317
C -5.63 0.25 3.02 -0.649
O -3.26 0.14 2.66 -0.414
O -2.76 -2.49 3.22 -0.424
H -5.19 -3.28 5.28 0.220
H -5.30 -2.14 3.93 0.212
H -5.18 -3.89 3.61 0.217
H -2.72 -3.78 6.23 0.213
H -0.24 -3.24 5.21 0.229
H -1.69 2.59 3.78 0.227
H -0.30 2.65 6.18 0.213
H 1.76 1.12 7.03 0.222
H 0.99 -0.44 7.19 0.217
H 2.33 -0.20 5.99 0.235
H -1.61 -2.85 0.55 0.236
H 0.49 -4.61 0.19 0.227
H 2.48 -5.25 2.25 0.222
H 3.38 -3.79 1.77 0.256
H 2.72 -3.92 3.45 0.230
H -2.59 -0.40 -0.53 0.235
H -5.24 -0.21 0.09 0.220
H -6.53 0.28 2.41 0.221
H -5.72 -0.56 3.73 0.212
H -5.55 1.19 3.58 0.229
O -0.45 1.43 -3.63 -0.395
N -0.01 0.42 -3.06 0.514
O 0.17 -0.67 -3.66 -0.456
C 0.30 0.38 -1.64 -0.132
C 0.86 -0.75 -1.04 -0.059
C 1.17 -0.76 0.32 -0.072
N 2.42 -1.27 0.72 0.483
O 3.04 -2.05 -0.06 -0.492
O 2.92 -0.95 1.82 -0.469
C 0.44 0.09 1.34 -0.356
N 0.24 1.39 0.55 -0.196
N -0.18 2.57 1.15 -0.097
N -0.45 3.40 0.18 -0.060
N -0.33 2.81 -1.04 -0.278
C 0.06 1.52 -0.80 0.306
H 1.13 -1.57 -1.70 0.267
H 1.19 0.27 2.12 0.278
```

Results
ΔE to the lowest compared entry with this formula, charge and spin	47.6	kcal per mole
total charge	-1
energy	-52268.9905	eV
HOMO energy	-4.4	eV
LUMO	2.23	eV
frontier orbital gap	6.63	eV
F_max	5.21	eV/Å

=====

Entry 8:
DFT (ωB97M-V/def2-TZVPD) results for an isolated ion of composition C6H17N2 and charge +1 in a non-equilibrium geometry.

```
25
Properties=species:S:1:pos:R:3:nbo_charge:R:1
C 1.71 0.56 0.92 -0.244
N 0.38 0.39 0.19 -0.547
C -0.20 -0.91 0.48 -0.234
C -1.79 -1.03 0.24 -0.225
C -2.17 -1.32 -1.16 -0.664
C -2.62 0.28 0.62 -0.678
C 2.98 0.74 -0.02 -0.253
N 2.40 1.35 -1.19 -0.864
H 1.81 1.47 1.47 0.236
H 1.88 -0.30 1.65 0.239
H 0.43 0.39 -0.86 0.468
H -0.03 -1.04 1.62 0.216
H 0.33 -1.72 -0.01 0.238
H -1.99 -2.03 0.95 0.249
H -1.71 -0.71 -1.90 0.205
H -2.02 -2.35 -1.57 0.236
H -3.26 -1.31 -1.40 0.246
H -2.42 0.54 1.71 0.221
H -3.76 0.09 0.45 0.266
H -2.52 1.28 0.12 0.222
H 3.59 -0.24 -0.16 0.218
H 3.78 1.17 0.68 0.222
H 2.90 1.20 -2.02 0.388
H -0.35 1.17 0.32 0.457
H 2.67 2.34 -1.13 0.381
```

Results
ΔE to the lowest compared entry with this formula, charge and spin	62.1	kcal per mole
total charge	+1
energy	-9469.3405	eV
HOMO energy	-14.5	eV
LUMO	-2.78	eV
SMILES	CC(C)C[NH2+]CCN
frontier orbital gap	11.73	eV
F_max	4.35	eV/Å

=====

Entry 9:
DFT (ωB97M-V/def2-TZVPD) results for one molecule with the formula C4H5NO.

```
11
Properties=species:S:1:pos:R:3:nbo_charge:R:1
C -1.15 0.42 -0.75 -0.422
N -0.80 -0.82 -0.07 -0.618
C 0.20 -0.91 0.86 0.613
O 0.39 -1.87 1.58 -0.549
C 1.17 0.20 0.75 -0.125
C 2.09 0.87 0.35 -0.173
H -1.90 0.22 -1.52 0.215
H -0.27 0.90 -1.20 0.203
H -1.59 1.12 -0.02 0.205
H -0.98 -1.70 -0.54 0.409
H 2.93 1.42 -0.01 0.242
```

Results
ΔE to the lowest compared entry with this formula, charge and spin	48.2	kcal per mole
energy	-7764.4382	eV
HOMO energy	-9.9	eV
LUMO	0.71	eV
SMILES	C#CC(=O)NC
frontier orbital gap	10.62	eV
F_max	0.72	eV/Å

=====

Entry 10:
DFT (ωB97M-V/def2-TZVPD) results for C12H27BrClGaO2PSn as an isolated structure in a non-equilibrium geometry.

```
46
Properties=species:S:1:pos:R:3:mulliken_charge:R:1
C 2.19 2.10 -0.20 -0.516
C 3.34 1.35 -0.94 -0.588
C 3.14 -0.19 -1.14 -0.247
Br 2.53 -0.62 -2.96 -0.113
Ga 1.97 -1.14 0.29 -0.541
C 1.25 -2.96 -0.28 -0.848
C -0.05 -2.93 -1.15 -0.816
C -1.09 -1.82 -0.76 -0.530
C -1.27 -0.74 -1.90 -0.957
C -1.40 0.72 -1.32 0.450
C -2.88 1.16 -1.51 -0.932
C -3.34 2.37 -0.64 -0.814
C -2.69 2.48 0.76 -0.479
O -3.37 1.59 1.64 -0.381
C -2.49 0.83 2.45 -0.233
P 3.50 -1.56 2.10 0.519
O 2.62 -1.80 3.51 -0.283
Cl 4.67 0.14 2.30 -0.122
H 2.18 3.14 -0.57 0.406
H 1.18 1.70 -0.42 -0.145
H 2.39 2.09 0.88 0.238
H 3.54 1.81 -1.93 0.459
H 4.25 1.49 -0.34 0.200
H 4.15 -0.64 -1.03 0.541
H 0.82 -0.18 0.84 0.216
H 1.09 -3.64 0.58 0.411
H 2.04 -3.44 -0.90 0.452
H 0.14 -2.85 -2.23 0.398
H -0.55 -3.90 -1.01 0.342
H -0.91 -1.36 0.22 0.258
H -2.07 -2.33 -0.68 0.409
H -2.11 -1.01 -2.56 0.537
H -0.35 -0.80 -2.52 0.247
H -1.08 0.65 -0.27 -0.476
H -0.76 1.39 -1.92 0.301
H -3.56 0.30 -1.41 0.401
H -2.98 1.48 -2.57 0.325
H -4.43 2.23 -0.46 0.306
H -3.25 3.35 -1.15 0.420
H -1.59 2.36 0.76 0.273
H -2.88 3.51 1.12 0.407
H -1.61 0.48 1.88 0.047
H -3.07 -0.03 2.82 0.238
H -2.20 1.43 3.34 0.284
H 3.05 -2.60 4.04 0.210
Sn 1.93 -3.59 5.28 0.729
```

Results
total charge	+1
energy	-167024.1628	eV
HOMO energy	-11.2	eV
LUMO	-7.70	eV
frontier orbital gap	3.48	eV
F_max	3.48	eV/Å

=====

Entry 11:
DFT (ωB97M-V/def2-TZVPD) results for a 3-piece molecular cluster, C3H6Cl6 overall in a non-equilibrium geometry.

```
15
Properties=species:S:1:pos:R:3:nbo_charge:R:1
C 1.14 1.63 -3.60 -0.403
Cl 1.99 2.93 -4.38 -0.001
Cl -0.41 1.30 -4.46 -0.047
H 1.76 0.73 -3.62 0.219
H 0.96 1.77 -2.53 0.229
C -0.44 -3.48 2.62 -0.388
Cl -0.73 -1.75 2.22 -0.046
Cl 0.87 -4.11 1.63 -0.020
H -0.12 -3.51 3.66 0.224
H -1.28 -4.15 2.42 0.227
C -0.90 1.68 1.18 -0.360
Cl -0.11 2.57 -0.18 -0.030
Cl 0.34 1.45 2.52 -0.053
H -1.75 2.25 1.54 0.222
H -1.32 0.69 0.98 0.226
```

Results
ΔE to the lowest compared entry with this formula, charge and spin	11.1	kcal per mole
energy	-78342.4273	eV
HOMO energy	-10.8	eV
LUMO	0.60	eV
SMILES	ClCCl.ClCCl.ClCCl
frontier orbital gap	11.45	eV
F_max	1.34	eV/Å

=====

Entry 12:
DFT (ωB97M-V/def2-TZVPD) results for C3H4I2 as an isolated structure in a non-equilibrium geometry.

```
9
Properties=species:S:1:pos:R:3:nbo_charge:R:1
C -0.43 -0.67 0.56 -0.493
C 0.61 0.46 0.55 -0.486
C 0.02 -0.14 -0.71 -0.153
I 1.06 -0.93 -2.25 0.305
I -1.65 1.77 -1.62 -0.142
H -0.15 -1.76 1.00 0.242
H -1.29 -0.34 0.98 0.244
H 0.22 1.48 0.70 0.255
H 1.61 0.15 0.80 0.228
```

Results
ΔE to the lowest compared entry with this formula, charge and spin	39.4	kcal per mole
energy	-19374.2633	eV
HOMO energy (spin up / spin down)	-9.1 / -9.1	eV
LUMO (spin up / spin down)	-1.57 / -1.57	eV
frontier orbital gap (spin up / spin down)	7.57 / 7.57	eV
F_max	4.20	eV/Å

=====

Q: Number 1 is which compound?
A: C5H6Br2